(1)
Molecular formula: C32H25ClN3NiO2
Method: DFT, ωB97M-V/def2-TZVPD

Geometry as XYZ:
```
64
C32H25ClN3NiO2 | the OMol25 dataset | ωB97M-V/def2-TZVPD
N -2.395 -1.582 -0.258
C -2.265 -2.421 -1.285
C -0.214 -2.466 4.602
O 4.318 -1.461 -5.485
C 0.744 1.693 1.735
N -0.776 -1.319 2.147
H 2.281 -2.503 1.335
H 1.913 2.986 3.737
C 1.376 5.286 0.696
C -0.690 0.897 -1.431
C -1.384 -1.750 4.415
C -3.097 2.227 -1.022
H -3.678 -0.659 1.066
H -5.707 -1.806 0.194
C -2.844 1.573 -2.243
C 1.656 -2.365 -2.223
H -2.094 -1.616 5.218
H -4.035 2.749 -0.886
C 4.654 -1.140 -4.224
C 2.908 -0.807 -0.917
C 2.550 -2.214 -3.264
H -2.504 -0.594 2.988
H -2.343 2.660 0.954
C -1.617 -1.188 3.165
H 4.656 0.009 -1.868
H 1.237 5.926 -0.166
C -4.605 -2.880 -1.303
C 3.803 -0.650 -1.956
H 1.176 1.089 2.533
H 0.855 -3.086 -2.310
H -5.461 -3.394 -1.720
H -3.590 1.601 -3.026
C 0.980 3.959 0.639
C 0.350 -2.022 2.319
H 2.271 6.831 1.891
C 1.756 3.635 2.882
C -3.612 -1.368 0.251
H 3.391 -1.706 -5.575
C 3.631 -1.342 -3.148
H -1.274 -2.559 -1.681
N 0.885 -1.765 0.022
C 2.151 4.961 2.942
H 0.288 0.467 -1.603
C -4.739 -2.003 -0.244
C 1.816 -1.663 -1.031
O 5.738 -0.691 -3.987
H -1.445 0.428 -3.392
H 2.612 5.344 3.844
C -1.654 0.912 -2.447
H 1.586 -3.143 3.649
C 0.659 -2.594 3.536
C 1.271 -2.126 1.163
H 3.029 -0.234 -0.003
C -0.930 1.534 -0.208
C -2.164 2.193 -0.007
C -3.340 -3.092 -1.833
C -0.080 1.111 0.885
H 0.544 3.572 -0.273
H 0.016 -2.912 5.559
Cl -3.103 -4.162 -3.155
C 1.960 5.796 1.848
Ni -0.984 -0.454 0.373
H 2.408 -2.820 -4.151
C 1.156 3.118 1.735
```

## Properties
Charge: +1



(2)
Molecular formula: C32H26AsF6FeN8O3PS
Method: DFT, ωB97M-V/def2-TZVPD

Geometry as XYZ:
```
79
C32H26AsF6FeN8O3PS | the OMol25 dataset | ωB97M-V/def2-TZVPD
H 0.887 -5.650 -1.441
F 0.303 5.658 -0.173
C 0.892 -3.525 -1.697
C 2.553 -0.762 -1.561
H -1.079 -3.441 3.419
C -4.435 0.547 4.003
F -1.630 2.265 -1.456
H 5.466 -1.967 -2.802
H -2.838 -3.902 -2.630
C -1.030 -4.918 -2.069
H 2.362 0.576 0.106
C -2.387 0.174 2.285
H -4.420 2.539 3.184
C -4.465 4.503 -0.282
C -0.375 -2.744 3.853
As 1.545 4.403 -1.185
C 4.414 0.048 -0.288
C 3.043 0.002 -0.509
C -3.787 -0.668 3.876
N -1.900 5.203 0.529
H 1.479 1.847 -2.937
C 0.305 -4.780 -1.719
H -0.183 -3.786 5.715
N -4.410 1.123 -0.295
F 1.882 5.799 -2.178
O 0.682 -1.220 0.704
C 5.281 -0.667 -1.098
O -1.313 3.088 0.871
C 1.378 -0.881 4.932
C 0.139 -2.408 -2.039
C 0.797 -0.073 -3.663
H 6.348 -0.622 -0.920
H -5.254 0.702 4.690
H -0.873 5.445 0.369
H 1.818 -1.338 7.432
H 2.062 -0.153 5.354
C 0.021 -1.644 3.113
Fe -0.712 1.483 -0.062
H -1.800 -1.661 -2.581
F 2.675 4.764 0.082
S -0.548 -1.410 1.455
C -1.206 -2.543 -2.372
H 1.583 2.853 -5.165
H 3.044 -2.017 -3.245
H -2.572 5.841 0.132
H 1.921 -3.410 -1.384
C -1.788 -3.800 -2.389
H 0.998 1.509 -7.170
C 1.199 1.257 -3.804
C 0.481 -0.833 -4.783
F 0.915 1.827 0.640
N -2.969 1.385 2.321
P 0.804 -0.738 -1.984
H -1.489 -5.899 -2.073
N 1.511 -2.180 6.974
N -1.312 0.029 1.437
O -1.374 -2.522 1.070
C 4.788 -1.424 -2.156
H 0.939 -2.748 7.577
C 0.553 -0.259 -6.044
C 0.117 -2.922 5.133
N -2.786 -0.867 3.037
C -3.967 1.550 3.169
H -4.085 -1.528 4.471
F 2.889 3.517 -2.084
C -3.952 2.173 -0.155
N -0.209 0.230 -1.219
C 0.942 1.065 -6.184
C -3.525 3.501 0.029
H 0.173 -1.866 -4.673
H 4.799 0.664 0.513
C 0.992 -1.987 5.690
C 1.266 1.823 -5.065
N -5.232 5.337 -0.509
H 0.303 -0.848 -6.918
C 3.426 -1.459 -2.396
C -2.163 3.904 0.495
C 0.897 -0.712 3.646
H 1.194 0.146 3.053
```

## Properties
Charge: -1
2S+1: 6



(3)
Molecular formula: C32H26BCo2O5P
Method: DFT, ωB97M-V/def2-TZVPD

Geometry as XYZ:
```
67
C32H26BCo2O5P | the OMol25 dataset | ωB97M-V/def2-TZVPD
H 2.815 -5.662 8.114
H -8.788 0.927 10.225
C -5.272 -2.460 5.212
C -4.161 -5.924 10.463
C -4.048 -3.516 10.144
C 2.129 -4.865 7.824
H -2.515 0.724 7.226
O 1.671 2.306 7.090
H 2.088 1.107 4.372
C 2.234 -4.262 6.555
C -4.016 -3.354 11.543
H -4.227 -6.930 10.044
H -3.999 -2.350 11.974
C -7.872 0.359 10.047
C 1.395 -3.205 6.224
C -0.615 2.893 9.875
H 1.002 -4.926 9.687
O -3.359 1.104 11.257
C -6.568 -1.675 10.295
H -0.089 -0.951 5.998
C 0.445 -2.707 7.159
C -0.320 -1.503 6.913
Co -0.461 1.475 8.902
C -5.667 0.206 9.060
H -4.858 0.657 8.479
O -0.658 3.863 10.507
C -2.855 0.432 10.459
H -8.538 -1.380 11.140
C -7.732 -0.939 10.553
H 2.982 -4.618 5.845
H -4.166 -4.962 8.529
H -4.172 -6.617 12.517
H 1.944 -0.512 3.180
C -4.121 -4.813 9.610
C -4.034 -4.467 12.389
O 1.162 -0.011 10.787
H -6.927 1.947 8.915
Co -2.166 -0.744 9.340
C -6.834 0.933 9.307
C -4.177 -2.543 7.380
C -5.528 -1.110 9.538
C -3.172 -3.348 6.820
H -4.321 -3.581 3.618
H -2.337 -3.683 7.443
C -4.127 -5.755 11.850
H 0.677 -0.268 4.749
C 0.430 0.493 10.043
C -3.216 -3.713 5.471
H -6.081 -2.102 4.575
C -1.444 -1.729 10.605
C 0.276 -3.413 8.368
C -5.236 -2.105 6.566
C 0.829 1.947 7.796
P -3.971 -1.995 9.117
C -1.213 -0.961 7.791
C -1.825 0.306 7.957
B 1.318 0.311 3.839
C -4.275 -3.278 4.667
H -6.039 -1.504 6.995
H 1.473 -2.702 5.260
H -0.506 -3.092 9.051
H -6.479 -2.691 10.686
H -3.983 -4.324 13.469
H 0.552 0.929 3.106
O -1.073 -2.292 11.554
C 1.133 -4.451 8.716
H -2.427 -4.345 5.059
```

## Properties
Charge: +2



Summary of total energy in hartree
-3517.4615; -6737.1782; -4741.9910
(order as listed above)
Summary of ΔE to the lowest compared entry with this formula, charge and spin in kcal per mole
15.7; 99.0; 44.7
(order as listed above)